The following is a quantum chemistry calculation of C40H56AsBN9O4PbSe2Te as an isolated structure, from the Open Molecules 2025 dataset.

Summary:
**Molecular weight**: 1305.40 u
**Gap between HOMO and LUMO**: 4.98 eV
**Net charge**: -1
**HOMO level**: -3.314 eV
**Multiplicity**: 1
**Calculated total energy**: -268741.00068 eV
**ΔE to the lowest compared entry with this formula, charge and spin**: 21.1 kcal per mole

```
115
Properties=species:S:1:pos:R:3:forces:R:3
Pb 0.3202 0.0223 -0.1809 -0.342 -0.089 -0.005
C -1.8626 3.9328 0.6417 -0.034 -0.042 0.000
C -1.6282 2.7262 -0.0136 -0.048 -0.004 0.036
N -0.5655 2.1212 0.4957 0.186 0.116 -0.025
N -0.0728 2.9227 1.4621 -0.046 -0.143 0.037
C -0.8455 4.0143 1.5688 0.006 0.022 0.020
B 1.1617 2.5499 2.3421 -0.003 0.021 -0.036
N 0.7724 1.3355 3.2172 -0.032 0.051 0.094
C 0.7838 1.1058 4.5459 0.006 -0.050 0.027
C 0.2982 -0.1667 4.7624 0.011 -0.009 -0.017
C 0.0132 -0.6525 3.4795 0.000 -0.019 -0.033
N 0.2978 0.2553 2.5606 0.072 0.040 -0.004
N 2.3747 2.1645 1.4391 -0.006 -0.020 -0.024
C 3.6464 2.5836 1.5495 0.011 0.000 0.044
C 4.4087 1.9527 0.5906 0.012 -0.016 -0.009
C 3.5033 1.1384 -0.0854 -0.014 -0.053 -0.012
N 2.2890 1.2703 0.4332 -0.007 0.146 0.030
N 1.5589 3.7970 3.1256 0.041 0.083 -0.015
C 1.9504 4.9549 2.5356 0.056 0.028 0.035
C 2.2220 5.8587 3.5342 -0.010 -0.030 -0.016
C 1.9632 5.1503 4.7218 -0.032 -0.002 -0.017
N 1.5626 3.9160 4.4748 -0.005 -0.031 0.032
H -2.6200 4.6671 0.4342 -0.005 0.010 0.001
H -2.1336 2.2706 -0.8463 -0.067 -0.048 -0.095
H -0.6119 4.7892 2.2768 0.007 0.001 0.014
H 1.1271 1.8673 5.2205 -0.009 0.011 0.012
H 0.1719 -0.6652 5.7074 0.005 -0.005 0.017
H -0.3787 -1.6114 3.1757 -0.009 -0.014 -0.002
H 3.9283 3.3091 2.2913 -0.011 0.018 0.015
H 5.4557 2.0896 0.3912 0.020 0.000 0.001
H 3.6587 0.4779 -0.9243 0.004 0.002 -0.026
H 2.0120 5.0303 1.4548 -0.014 -0.005 -0.045
H 2.5578 6.8740 3.4187 0.009 0.017 -0.008
H 2.0492 5.4852 5.7441 -0.001 0.002 0.008
O 1.8893 5.5185 -4.3889 0.044 0.045 0.084
C 0.7644 4.6649 -4.2217 -0.081 -0.042 0.002
C 1.1380 3.2904 -3.6300 -0.035 0.027 0.014
C 1.7928 2.4540 -4.7314 0.003 -0.011 0.001
O 2.9231 3.0912 -5.3139 0.004 -0.012 -0.062
C -0.1881 2.6867 -3.1660 -0.073 -0.023 -0.027
Se -0.2668 0.7388 -2.8377 0.040 0.052 0.021
C 2.0968 3.4386 -2.4415 0.044 0.044 0.023
Se 1.6776 4.9205 -1.1960 0.031 -0.022 -0.042
H 2.1416 5.7525 -3.4676 -0.012 0.004 -0.031
H 0.3209 4.5255 -5.2135 -0.003 -0.003 0.009
H 0.0295 5.1457 -3.5697 0.021 -0.007 -0.006
H 1.0397 2.2467 -5.5081 0.000 -0.024 -0.002
H 2.1221 1.4917 -4.3333 -0.011 0.013 0.019
H 2.8239 4.0460 -5.1663 0.030 -0.003 0.019
H -0.9691 2.8722 -3.9088 0.014 -0.022 -0.018
H -0.4648 3.1989 -2.2436 -0.005 0.029 -0.024
H 3.1090 3.5898 -2.8139 0.000 -0.020 0.007
H 2.0919 2.4956 -1.8951 -0.004 0.000 0.004
C 2.6993 -4.1322 0.3775 -0.021 -0.021 0.035
C 1.5792 -3.7133 -0.5410 0.033 0.008 -0.039
O 1.8407 -3.0950 -1.6078 0.074 0.022 -0.055
N 0.3392 -3.9984 -0.1529 0.008 0.032 -0.054
Te -0.6936 -3.0593 -1.5840 -0.121 -0.327 0.105
C -0.5845 -4.5387 -3.1035 -0.085 0.163 0.004
C -0.0794 -4.1473 -4.3456 0.039 0.008 -0.028
C 0.5080 -2.7883 -4.6267 0.020 0.041 0.019
C -0.0948 -5.0718 -5.3891 -0.010 -0.012 0.014
C -0.5921 -6.3536 -5.2236 0.012 0.039 0.008
C -0.6071 -7.3374 -6.3614 -0.004 -0.004 -0.001
C -1.0600 -6.7199 -3.9676 0.025 -0.022 0.029
C -1.0601 -5.8389 -2.8928 0.010 -0.063 -0.009
C -1.5591 -6.3516 -1.5647 0.016 -0.036 -0.021
C -2.7527 -3.4680 -1.0835 -0.032 0.177 0.017
C -3.1564 -3.6898 0.1779 0.007 -0.057 -0.027
C -2.2471 -3.9583 1.3534 0.007 -0.011 -0.006
C -4.5434 -3.6403 0.6997 0.002 -0.001 0.011
C -5.4766 -2.7420 0.3979 -0.006 -0.002 -0.027
C -6.7960 -2.6637 1.1043 0.000 -0.017 -0.001
C -5.2780 -1.8565 -0.7963 0.097 -0.005 0.060
C -3.6210 -3.1868 -2.3186 -0.027 -0.004 0.046
C -3.0168 -2.1541 -3.2935 -0.003 -0.033 -0.009
H 2.8870 -3.3196 1.0821 0.013 0.009 -0.009
H 3.6045 -4.3046 -0.1998 0.004 -0.007 -0.010
H 2.4285 -5.0198 0.9453 -0.002 0.004 0.011
H 0.4809 -2.0968 -3.7857 -0.006 -0.026 -0.049
H -0.0057 -2.3071 -5.4613 -0.005 -0.012 0.000
H 1.5579 -2.8982 -4.9020 0.003 0.013 0.003
H 0.2983 -4.7702 -6.3544 0.002 0.000 -0.008
H -0.2773 -6.8712 -7.2888 0.003 0.002 -0.008
H -1.6103 -7.7371 -6.5193 -0.002 -0.004 -0.003
H 0.0524 -8.1824 -6.1555 0.005 -0.005 0.003
H -1.4270 -7.7297 -3.8101 -0.004 -0.007 -0.002
H -1.1867 -7.3658 -1.4127 -0.027 -0.018 0.004
H -2.6510 -6.3923 -1.5482 0.001 0.032 0.018
H -1.2226 -5.7457 -0.7282 0.034 -0.041 -0.001
H -1.1914 -3.8536 1.1406 0.008 0.000 -0.003
H -2.4119 -4.9808 1.7113 -0.035 0.003 0.010
H -2.5205 -3.2834 2.1684 0.009 0.002 -0.002
H -4.7322 -4.3128 1.5325 -0.003 0.003 0.009
H -6.8426 -3.3618 1.9390 -0.003 -0.003 0.006
H -7.6152 -2.8916 0.4152 -0.008 0.007 0.001
H -6.9760 -1.6557 1.4871 0.007 0.013 0.007
H -6.1733 -1.2426 -0.9496 -0.042 -0.070 0.010
H -3.7599 -1.8975 -4.0506 0.003 -0.002 0.012
H -2.1600 -2.5378 -3.8446 0.046 -0.051 -0.007
H -2.6917 -1.2329 -2.8101 0.019 0.041 0.034
C -4.7855 0.4667 1.0913 0.030 0.003 0.008
As -3.9790 -0.4122 -0.4210 -0.013 0.140 -0.096
C -5.0728 -2.7630 -2.0218 0.038 -0.004 -0.011
C -4.2044 0.7716 -1.9376 0.030 0.027 0.007
O -2.4033 -0.7471 -0.0710 0.041 -0.033 -0.038
H -5.8137 0.7595 0.8811 -0.007 0.002 -0.009
H -4.1801 1.3464 1.3112 -0.004 -0.015 0.000
H -4.7504 -0.2139 1.9409 0.004 0.011 0.000
H -5.4747 -2.2899 -2.9205 0.020 0.026 -0.010
H -5.6853 -3.6496 -1.8416 0.007 0.029 -0.026
H -3.6799 -4.1292 -2.8785 0.001 -0.003 0.015
H -4.9011 0.3316 -2.6505 -0.011 0.012 0.016
H -3.2281 0.8974 -2.4111 0.019 0.031 0.032
H -4.5861 1.7332 -1.5958 0.025 0.005 -0.010
```
Forces are in eV/Å.

Mulliken atomic charge list, values in e, 99 entries: 1.7703, -1.8846, -0.8877, 0.2626, 0.9067, -0.0037, 0.4053, -0.3526, 0.0166, -1.3578, -0.3348, 0.2825, 0.8272, -0.0956, -1.3166, -0.4662, -0.3173, 0.8685, -0.4224, -1.2403, -0.3809, -1.2475, 0.4668, 0.8232, 0.4335, 0.4762, 0.4294, 0.3591, 0.4098, 0.4322, 0.4701, 0.5613, 0.4542, 0.4208, -0.6692, -1.1482, 2.0205, -0.8061, -0.6518, -1.2048, -0.4346, -1.4518, -0.3635, 0.3377, 0.4701, 0.3882, 0.3113, 0.1950, 0.5301, 0.6635, 0.0760, 0.5704, 0.0224, -1.3913, 0.7774, -0.5755, -1.1107, 0.4747, 0.5112, 0.4915, -1.2090, -0.9729, 1.0224, -1.6135, -0.7460, 1.2841, -1.7533, -0.1656, 2.0272, -2.1430, -1.4296, 0.0484, -1.7080, 0.1221, 0.6506, -1.6325, 0.2151, 0.3406, 0.3658, -0.6581, 0.4234, 0.5080, 0.3515, 0.3525, 0.3511, 0.3256, 0.4532, 0.5739, 0.3225, 0.0748, 0.1765, 0.4044, 0.5967, 0.3478, 0.4487, 0.3084, 0.3159, 0.9794, 0.6666